1.
Density functional theory data (ωB97M-V/def2-TZVPD) for the ion C72H86N5O3Si with charge +1 in a non-equilibrium geometry.

XYZ file:
```
167
Properties=species:S:1:pos:R:3
C -4.877 -0.349 -6.960
Si -5.633 1.092 -6.071
C -5.723 2.612 -7.143
C -7.330 0.701 -5.416
O -4.618 1.537 -4.826
C -4.392 1.278 -3.446
C -5.366 2.120 -2.586
C -6.103 3.168 -3.140
C -6.995 3.890 -2.342
C -7.083 3.629 -0.976
C -6.341 2.586 -0.419
C -5.498 1.815 -1.225
C -4.536 -0.232 -3.209
C -5.735 -0.759 -2.719
C -5.921 -2.146 -2.660
C -4.923 -3.005 -3.112
C -3.729 -2.476 -3.606
C -3.556 -1.091 -3.710
C -2.944 1.842 -3.212
C -2.888 3.358 -3.471
C -2.942 4.037 -2.108
C -2.339 3.007 -1.136
N -2.429 1.734 -1.838
C -1.802 0.620 -1.370
C -0.942 0.530 -0.303
C -0.755 -0.814 0.336
C -2.110 -1.049 1.078
C -2.617 -2.344 1.159
C -3.612 -2.622 2.094
C -4.153 -1.595 2.872
C -3.786 -0.272 2.637
C -2.772 0.008 1.720
H -5.459 -0.550 -7.872
H -3.842 -0.128 -7.255
H -4.871 -1.261 -6.350
H -6.250 2.381 -8.079
H -6.268 3.419 -6.636
H -4.719 2.980 -7.390
H -8.018 0.640 -6.273
H -7.361 -0.257 -4.882
H -7.696 1.484 -4.739
H -6.003 3.412 -4.201
H -7.605 4.664 -2.807
H -7.734 4.232 -0.343
H -6.411 2.344 0.644
H -4.978 0.942 -0.814
H -6.541 -0.094 -2.401
H -6.861 -2.529 -2.264
H -5.077 -4.086 -3.082
H -2.924 -3.134 -3.935
H -2.672 -0.679 -4.204
H -2.263 1.309 -3.899
H -1.891 3.545 -3.886
H -3.614 3.715 -4.206
H -2.368 4.972 -2.083
H -3.973 4.291 -1.829
H -1.289 3.274 -0.899
H -2.886 2.970 -0.178
H -2.085 -0.294 -1.896
H -0.585 1.411 0.238
H -0.753 -1.521 -0.525
H -2.168 -3.122 0.540
H -3.948 -3.650 2.212
H -4.884 -1.828 3.644
H -4.257 0.547 3.184
H -2.452 1.049 1.557
C 3.755 1.991 -1.675
C 2.426 1.672 -2.366
C 1.301 2.356 -1.609
C 2.556 2.322 -3.750
C 2.046 0.156 -2.505
C 1.339 -0.207 -3.664
C 1.245 -1.530 -4.072
C 1.829 -2.522 -3.302
C 2.387 -2.240 -2.057
C 3.184 -3.380 -1.354
C 4.654 -2.982 -1.208
C 3.184 -4.686 -2.157
C 2.552 -3.703 -0.011
C 2.267 -0.898 -1.565
N 2.531 -0.578 -0.166
C 1.788 -0.479 0.976
C 0.432 -1.211 1.134
C 0.158 -1.619 2.603
C 0.225 -2.984 2.966
C -0.046 -3.400 4.263
C -0.279 -2.416 5.238
N 0.062 -2.671 6.594
O 0.062 -1.708 7.401
O 0.415 -3.838 6.904
C -0.563 -1.086 4.862
C -0.326 -0.706 3.547
N 2.716 -0.153 1.980
C 2.619 0.000 3.413
C 3.054 -1.041 4.285
C 3.984 -2.297 4.083
C 5.172 -2.166 5.046
C 4.601 -2.562 2.722
C 3.202 -3.571 4.405
C 2.659 -0.944 5.634
C 2.067 0.192 6.154
C 1.886 1.299 5.339
C 2.197 1.251 3.977
C 2.023 2.575 3.168
C 1.596 3.765 4.041
C 0.925 2.360 2.137
C 3.337 3.048 2.548
C 3.959 0.060 1.329
C 5.248 0.462 1.923
C 5.516 0.790 3.279
C 6.812 1.097 3.697
C 7.875 1.090 2.787
C 7.636 0.773 1.444
C 6.340 0.490 1.015
N 3.854 -0.258 0.067
H 4.559 1.324 -2.002
H 4.054 3.022 -1.933
H 3.688 1.971 -0.584
H 0.351 2.254 -2.144
H 1.185 1.874 -0.633
H 1.496 3.425 -1.435
H 1.637 2.280 -4.339
H 2.809 3.381 -3.623
H 3.361 1.841 -4.318
H 0.865 0.548 -4.292
H 0.763 -1.790 -5.018
H 1.862 -3.538 -3.696
H 4.776 -2.039 -0.674
H 5.210 -3.758 -0.668
H 5.102 -2.862 -2.203
H 2.170 -5.067 -2.320
H 3.686 -4.563 -3.123
H 3.736 -5.455 -1.603
H 1.539 -4.104 -0.148
H 3.151 -4.444 0.534
H 2.482 -2.803 0.599
H 0.701 -2.195 0.698
H 0.523 -3.733 2.222
H 0.013 -4.442 4.557
H -0.912 -0.383 5.621
H -0.534 0.329 3.243
H 4.863 -2.206 6.094
H 5.884 -2.982 4.871
H 5.695 -1.218 4.865
H 3.857 -2.599 1.923
H 5.396 -1.855 2.469
H 5.072 -3.561 2.757
H 2.424 -3.724 3.651
H 3.865 -4.446 4.368
H 2.718 -3.555 5.385
H 2.883 -1.763 6.319
H 1.742 0.211 7.193
H 1.450 2.197 5.778
H 2.313 3.934 4.852
H 1.594 4.676 3.425
H 0.587 3.653 4.454
H 1.126 1.462 1.542
H -0.038 2.213 2.647
H 0.833 3.212 1.448
H 3.685 2.394 1.747
H 3.218 4.058 2.128
H 4.109 3.093 3.327
H 4.695 0.847 3.994
H 6.979 1.349 4.747
H 8.882 1.323 3.131
H 8.454 0.753 0.723
H 6.132 0.294 -0.036
```

Computed properties:
Charge = +1

2.
Density functional theory data (ωB97M-V/def2-TZVPD) for a structure of composition C72H94BrGe2N4O2P2SSiTi in a non-equilibrium geometry.

XYZ file:
```
180
Properties=species:S:1:pos:R:3
Ti -0.503 -0.163 -0.493
C 3.856 -2.928 5.886
O 3.994 -4.101 5.120
C 2.881 -4.681 4.601
C 1.589 -4.185 4.754
C 0.537 -4.778 4.086
C 0.732 -5.923 3.312
C 2.020 -6.474 3.241
C 3.078 -5.846 3.850
N -0.312 -6.582 2.700
N -1.274 -6.051 2.131
C -1.387 -4.782 1.652
C -2.668 -4.212 1.619
C -2.901 -2.943 1.127
C -1.835 -2.171 0.659
O -1.911 -0.930 0.213
C -0.541 -2.732 0.638
N 0.436 -1.891 0.175
C 1.674 -2.403 0.108
C 1.968 -3.729 0.368
C 0.975 -4.589 0.802
C -0.300 -4.064 1.054
H 4.869 -2.577 6.074
H 3.362 -3.134 6.841
H 3.301 -2.151 5.349
H 1.400 -3.330 5.381
H -0.462 -4.378 4.183
H 2.176 -7.362 2.648
H 4.078 -6.238 3.764
H -3.485 -4.779 2.036
H -3.901 -2.537 1.102
H 2.460 -1.728 -0.200
H 2.977 -4.085 0.236
H 1.180 -5.637 0.927
C -6.035 -1.799 3.799
S -5.904 -0.173 4.599
C -4.175 -0.253 5.209
C -3.252 0.688 4.450
C -3.236 0.359 2.953
N -2.383 1.254 2.190
P -2.994 2.271 0.909
C -4.600 1.550 0.361
C -5.814 2.219 0.498
C -6.940 1.776 -0.175
C -6.868 0.685 -1.023
C -5.665 0.016 -1.174
C -4.547 0.444 -0.487
C -3.563 3.690 1.939
C -4.425 3.587 3.028
C -4.657 4.686 3.836
C -4.064 5.904 3.547
C -3.243 6.027 2.439
C -2.984 4.921 1.649
P -0.704 1.025 1.867
C -0.159 2.735 2.248
C 0.923 3.279 1.568
C 1.380 4.549 1.875
C 0.764 5.279 2.877
C -0.305 4.736 3.573
C -0.766 3.471 3.262
C -0.145 0.213 3.425
C -0.580 -1.067 3.770
C -0.389 -1.543 5.055
C 0.309 -0.791 5.987
C 0.872 0.414 5.606
C 0.646 0.912 4.337
H -7.063 -1.902 3.466
H -5.803 -2.575 4.524
H -5.362 -1.852 2.947
H -3.849 -1.286 5.111
H -4.205 0.015 6.263
H -2.247 0.609 4.868
H -3.586 1.715 4.594
H -4.257 0.463 2.564
H -2.937 -0.685 2.812
H -5.882 3.103 1.113
H -7.874 2.305 -0.055
H -7.736 0.366 -1.582
H -5.593 -0.819 -1.856
H -3.604 -0.065 -0.631
H -4.926 2.656 3.247
H -5.304 4.591 4.695
H -4.246 6.760 4.180
H -2.795 6.979 2.198
H -2.318 5.000 0.800
H 1.419 2.692 0.806
H 2.220 4.964 1.337
H 1.121 6.267 3.125
H -0.778 5.298 4.364
H -1.588 3.043 3.814
H -1.095 -1.689 3.051
H -0.807 -2.497 5.341
H 0.421 -1.143 7.002
H 1.458 0.990 6.307
H 1.075 1.863 4.063
C 0.291 4.039 -3.178
C -0.228 3.535 -1.841
Ge -1.346 1.813 -1.987
C -3.199 2.540 -2.455
C -3.203 3.721 -3.409
C -1.000 1.161 -3.840
C -0.968 -0.124 -4.201
Ge -0.953 -1.470 -2.665
C 0.495 -2.933 -2.821
C 0.772 -3.613 -4.152
C -2.789 -2.378 -2.630
C -2.774 -3.898 -2.674
C -1.092 -0.589 -5.586
C -1.448 -1.913 -5.831
C -1.646 -2.384 -7.113
C -1.498 -1.530 -8.192
C -1.144 -0.209 -7.969
C -0.937 0.259 -6.686
H 0.924 4.915 -3.038
H -0.524 4.312 -3.838
H 0.877 3.269 -3.670
H -0.855 4.292 -1.367
H 0.620 3.379 -1.175
H -3.713 2.847 -1.547
H -3.773 1.725 -2.896
H -2.681 4.570 -2.975
H -4.229 4.027 -3.610
H -2.739 3.467 -4.358
H -1.101 1.922 -4.606
H 0.232 -3.688 -2.075
H 1.424 -2.466 -2.485
H -0.056 -4.246 -4.460
H 1.654 -4.248 -4.056
H 0.956 -2.881 -4.934
H -3.360 -1.989 -3.474
H -3.299 -2.061 -1.720
H -2.220 -4.266 -3.535
H -3.792 -4.280 -2.747
H -2.325 -4.315 -1.773
H -1.584 -2.572 -4.987
H -1.919 -3.417 -7.264
H -1.659 -1.886 -9.196
H -1.033 0.464 -8.805
H -0.657 1.292 -6.542
C 6.025 2.981 -2.689
C 4.551 2.635 -2.441
C 3.978 3.658 -1.451
C 3.795 2.801 -3.763
Si 4.390 0.790 -1.809
Br 1.873 0.694 -1.158
C 5.382 0.408 -0.153
C 5.420 1.628 0.776
C 6.828 0.047 -0.517
C 4.785 -0.737 0.672
C 4.468 -0.596 -3.201
C 5.752 -0.403 -4.019
C 3.272 -0.550 -4.162
C 4.512 -2.003 -2.593
H 6.096 3.999 -3.064
H 6.471 2.322 -3.426
H 6.612 2.923 -1.778
H 3.945 4.636 -1.927
H 4.592 3.749 -0.563
H 2.968 3.397 -1.157
H 3.816 3.844 -4.070
H 2.758 2.501 -3.649
H 4.250 2.220 -4.557
H 5.961 2.455 0.330
H 5.939 1.358 1.694
H 4.416 1.950 1.041
H 7.295 0.823 -1.115
H 6.881 -0.888 -1.067
H 7.411 -0.072 0.393
H 3.786 -0.481 1.015
H 5.401 -0.899 1.554
H 4.753 -1.670 0.123
H 5.750 0.546 -4.546
H 5.830 -1.192 -4.763
H 6.635 -0.446 -3.389
H 3.236 0.372 -4.730
H 2.325 -0.664 -3.641
H 3.358 -1.370 -4.873
H 5.393 -2.147 -1.975
H 4.550 -2.741 -3.392
H 3.626 -2.208 -2.000
```

Computed properties:
Energy relative to the best compared isomer or geometry (same formula, charge and spin) = 288.8 kJ/mol
Charge = +1

Computed orbital gap, in the same sequence as the records: 6.3495 5.8824 eV.
Computed DFT total energy, in the same sequence as the records: -97522.7269 -329720.0125 eV.